{"formula": "C22H24BrF9N2O5S", "method": "ωB97M-V/def2-TZVPD", "symbols": ["C", "C", "S", "C", "C", "C", "C", "C", "C", "O", "C", "Br", "C", "F", "C", "C", "C", "O", "N", "C", "C", "C", "N", "O", "C", "O", "H", "H", "H", "H", "H", "H", "H", "H", "H", "H", "H", "H", "H", "H", "H", "H", "H", "H", "H", "H", "F", "C", "F", "C", "F", "F", "C", "O", "C", "F", "F", "C", "F", "F", "H", "H", "H", "H"], "coordinates": [[0.257, 6.764, -0.912], [0.880, 5.426, -1.460], [-0.441, 4.164, -1.804], [0.544, 2.810, -2.636], [-0.395, 1.578, -2.720], [-0.854, 0.972, -3.997], [-0.339, 1.561, -5.365], [1.135, 0.973, -5.554], [2.264, 2.081, -5.488], [1.279, 0.257, -6.795], [-1.785, -0.168, -3.968], [-2.472, -0.997, -5.612], [-2.264, -0.783, -2.728], [-3.120, -1.832, -2.705], [-1.783, -0.231, -1.487], [-0.880, 0.944, -1.504], [-0.629, 1.232, 0.018], [-0.345, 2.227, 0.608], [-0.882, -0.036, 0.651], [0.264, -0.902, 0.957], [1.084, -1.388, -0.297], [0.458, -2.607, -1.038], [0.792, -2.796, -2.427], [-0.260, -3.437, -0.523], [-2.024, -0.630, 0.004], [-2.869, -1.273, 0.538], [1.105, 7.431, -0.587], [-0.383, 6.606, -0.012], [-0.307, 7.313, -1.710], [1.560, 4.995, -0.673], [1.461, 5.661, -2.394], [1.489, 2.635, -2.067], [0.726, 3.189, -3.672], [-0.299, 2.674, -5.358], [-0.992, 1.134, -6.164], [1.377, 0.235, -4.731], [1.911, 3.073, -5.870], [3.158, 1.714, -6.046], [2.582, 2.212, -4.414], [2.101, -0.252, -6.684], [-0.011, -1.805, 1.554], [0.979, -0.305, 1.589], [2.085, -1.740, 0.092], [1.332, -0.563, -1.021], [0.816, -1.902, -2.923], [0.070, -3.372, -2.870], [-0.063, -1.967, 4.509], [-1.397, -1.795, 4.622], [-1.637, -0.485, 4.370], [-1.917, -2.167, 6.011], [-1.398, -1.352, 6.957], [-3.262, -1.940, 6.014], [-1.714, -3.633, 6.443], [-0.596, -3.913, 7.286], [0.644, -4.133, 6.680], [0.491, -4.254, 5.348], [1.069, -5.338, 7.120], [1.677, -3.070, 7.062], [1.264, -1.833, 6.717], [2.847, -3.293, 6.417], [-1.894, -2.382, 3.844], [-2.577, -3.882, 7.064], [-1.770, -4.324, 5.601], [1.861, -3.079, 8.139]], "max_force_ev_per_a": 2.23, "lumo_ev": -0.74, "homo_lumo_gap_ev": 8.005, "total_energy_ev": -141754.151, "multiplicity": 1, "smiles": "CCSCc1c(C[C@H](C)O)c(Br)c(F)c2c1C(=O)N(CCC(N)=O)C2=O.FC(F)C(F)(F)COC(F)(F)C(F)F"}

{"formula": "C22H24Cl2N4O5PdS", "method": "ωB97M-V/def2-TZVPD", "symbols": ["Pd", "Cl", "C", "C", "C", "Cl", "C", "O", "C", "C", "O", "C", "H", "H", "H", "C", "C", "C", "O", "C", "H", "H", "H", "H", "H", "H", "H", "H", "C", "C", "C", "C", "N", "C", "S", "N", "C", "H", "H", "H", "H", "H", "H", "H", "H", "C", "N", "C", "C", "C", "O", "N", "C", "O", "H", "H", "H", "H", "H"], "coordinates": [[-0.903, -0.797, 0.178], [-1.514, -7.325, -2.245], [-1.130, -6.012, -1.130], [0.020, -6.101, -0.346], [0.324, -5.076, 0.509], [1.799, -5.181, 1.452], [-0.484, -3.892, 0.685], [-0.160, -2.949, 1.435], [-1.669, -3.882, -0.139], [-2.599, -2.756, -0.119], [-2.737, -1.930, 0.789], [-1.945, -4.910, -1.039], [0.671, -6.962, -0.418], [-3.285, -2.718, -0.989], [-2.821, -4.829, -1.675], [-2.460, 3.532, -0.449], [-3.813, 2.951, -0.859], [-3.500, 1.458, -0.996], [-2.099, 1.347, -1.205], [-1.492, 2.628, -1.198], [-2.306, 3.411, 0.624], [-2.344, 4.584, -0.715], [-4.139, 3.368, -1.817], [-4.595, 3.139, -0.123], [-4.024, 0.998, -1.841], [-3.746, 0.901, -0.086], [-1.343, 2.976, -2.234], [-0.518, 2.530, -0.719], [2.327, -0.700, 1.495], [1.714, 0.299, 2.420], [2.444, 1.074, 3.295], [1.740, 2.038, 4.016], [0.441, 2.222, 3.922], [-0.278, 1.427, 3.081], [-1.944, 1.598, 2.915], [0.384, 0.469, 2.365], [2.467, 2.940, 4.978], [3.309, -1.002, 1.862], [2.435, -0.226, 0.517], [1.681, -1.568, 1.364], [3.516, 0.964, 3.370], [-0.119, -0.075, 1.504], [2.578, 2.441, 5.944], [1.891, 3.850, 5.130], [3.465, 3.187, 4.614], [3.107, 2.393, -2.532], [2.149, 1.317, -2.576], [1.854, 0.713, -3.767], [0.946, -0.265, -3.844], [0.231, -0.676, -2.623], [-0.658, -1.522, -2.686], [0.605, -0.090, -1.444], [1.513, 0.893, -1.379], [1.837, 1.470, -0.336], [4.040, 2.097, -3.021], [3.298, 2.618, -1.486], [2.724, 3.293, -3.024], [2.407, 1.078, -4.627], [0.708, -0.756, -4.776]], "max_force_ev_per_a": 0.89, "lumo_ev": 4.57, "homo_lumo_gap_ev": 4.895, "total_energy_ev": -78762.499, "multiplicity": 1, "charge": -2}